1.
A molecular structure, C28H28AsN3O7PSTc. Source: the OMol25 dataset; level of theory: the ωB97M-V functional and the def2-TZVPD basis.

CARTESIAN COORDINATES (ANGSTROEM)
Tc: -0.0130 0.3596 1.1418
C: -0.6768 -0.6393 -3.0732
C: -0.5920 -0.0123 -1.7212
N: 0.4408 -0.3562 -0.7834
N: 1.3858 -0.9818 -1.2935
C: 2.5337 -1.3635 -0.4642
O: 3.0699 -0.2609 0.2952
C: 3.6541 -1.7840 -1.4075
C: 4.9774 -1.6707 -0.9910
C: 6.0044 -2.1272 -1.8018
C: 5.7202 -2.7084 -3.0298
C: 4.4032 -2.8331 -3.4405
C: 3.3715 -2.3741 -2.6326
C: -1.4545 0.9081 -1.2357
C: -2.7262 1.2758 -1.8576
C: -3.8570 1.2684 -1.1562
C: -3.9127 0.9433 0.3203
C: -3.0887 1.9197 1.0881
N: -1.1087 1.3721 0.0401
H: 0.3000 -0.9899 -3.3921
H: -1.0438 0.0771 -3.8064
H: -1.3643 -1.4889 -3.0695
H: 5.2079 -1.2178 -0.0362
H: 7.0302 -2.0299 -1.4716
H: 6.5232 -3.0629 -3.6620
H: 4.1722 -3.2885 -4.3944
H: 2.3474 -2.4805 -2.9617
H: -2.7377 1.4625 -2.9237
H: -4.7933 1.5023 -1.6459
H: -4.9366 1.0472 0.6759
H: -3.5076 2.5815 1.8314
O: -2.2210 -2.6640 0.7942
As: -2.1332 -1.0121 1.3683
O: -3.5912 -0.4585 0.5352
O: -1.9334 2.3967 0.5707
C: -2.6094 -1.3530 3.1910
C: -3.8208 -1.9481 3.5054
C: -4.1426 -2.1932 4.8344
C: -3.2549 -1.8495 5.8417
C: -2.0353 -1.2578 5.5369
C: -1.7185 -1.0093 4.2128
S: -0.1643 -0.2288 3.8547
O: 0.4615 -1.0472 2.7465
O: 0.5839 -0.1539 5.0593
O: -0.4939 1.0588 3.1818
H: -2.1695 -2.7174 -0.1680
H: -4.5083 -2.2224 2.7151
H: -5.0875 -2.6584 5.0802
H: -3.5065 -2.0446 6.8754
H: -1.3294 -0.9933 6.3117
C: 2.1540 -2.5343 0.4343
P: 2.3000 0.8892 1.1124
C: 2.6515 2.4130 0.2165
C: 3.1804 0.9614 2.6684
C: 3.2569 2.1570 3.3801
C: 3.8420 2.1738 4.6360
C: 4.3471 1.0026 5.1825
C: 4.2663 -0.1904 4.4777
C: 3.6770 -0.2160 3.2253
H: 1.3511 -2.2869 1.1231
H: 3.0368 -2.8354 0.9973
H: 1.8531 -3.3727 -0.1934
H: 3.7265 2.5869 0.1706
H: 2.1597 3.2535 0.7078
H: 2.2490 2.3187 -0.7927
H: 2.8609 3.0762 2.9661
H: 3.9045 3.1024 5.1871
H: 4.8047 1.0200 6.1626
H: 4.6552 -1.1034 4.9080
H: 3.6033 -1.1477 2.6804

Energy relative to the best compared isomer or geometry (same formula, charge and spin) (kJ/mol): 0.00
Net charge: +1
HOMO-LUMO gap (alpha / beta) (Eh): 0.2499 / 0.2547
Multiplicity: 2
<S²>: 1.025

Here are the Löwdin charges for atoms 1 to 8, given in e: 1.0636 -0.0059 -0.2304 -0.0846 0.1321 -0.4772 -0.2540 -0.1639

***

2.
A molecular structure, C28H28Cl3FN9O12Y in a non-equilibrium geometry. Source: the OMol25 dataset; level of theory: the ωB97M-V functional and the def2-TZVPD basis.

CARTESIAN COORDINATES (ANGSTROEM)
Y: 13.2687 11.0040 13.3237
Cl: 20.7613 12.7458 13.9703
C: 19.1259 12.4694 13.4838
C: 18.3493 13.6120 13.3971
C: 16.9979 13.5315 13.1432
Cl: 16.0028 14.9861 13.2595
C: 16.3671 12.2446 12.9510
O: 15.1268 12.1389 12.8047
C: 17.2575 11.1725 12.9545
Cl: 16.5969 9.6448 12.3729
C: 18.6104 11.2318 13.2404
H: 18.8029 14.5258 13.7935
H: 19.2043 10.3646 13.2539
C: 10.1999 11.8966 18.4060
C: 10.6007 13.3548 18.6513
C: 9.5515 14.3131 18.0888
C: 12.0225 13.6981 18.2025
N: 12.1790 13.7068 16.7935
C: 12.2682 12.6534 15.9429
N: 12.2823 13.0848 14.7022
N: 12.1790 14.4578 14.8035
N: 12.1171 14.8552 16.0155
H: 9.0774 11.8475 18.4587
H: 10.6815 11.1716 19.0577
H: 10.4906 11.4714 17.4244
H: 10.5448 13.4969 19.7836
H: 9.3404 14.0470 17.0314
H: 9.8111 15.3959 18.1641
H: 8.5675 14.3196 18.5347
H: 12.7511 12.9996 18.5540
H: 12.4422 14.6503 18.5563
H: 12.2426 11.6198 16.3196
O: 8.6010 6.1630 17.8619
N: 9.6171 6.8684 18.0092
O: 10.1884 6.7532 19.1157
C: 10.0805 7.7544 16.9658
C: 9.2998 7.8985 15.8468
C: 9.8084 8.7367 14.8765
C: 11.0647 9.4155 15.0167
O: 11.4150 10.2940 14.1310
C: 11.8925 9.1791 16.1782
C: 11.3426 8.3578 17.1679
N: 13.0944 9.7133 16.4314
O: 13.3540 8.6100 12.7268
O: 13.7091 10.3626 15.3372
N: 9.1015 8.7839 13.6050
O: 8.7726 7.7023 13.1509
O: 8.9357 9.8727 13.1154
H: 8.3900 7.3188 15.7691
H: 11.8120 8.2337 18.1735
F: 8.9132 8.1766 8.9772
C: 10.0284 8.6147 8.3567
C: 10.8287 9.4741 9.0125
N: 11.9030 10.1263 8.3482
C: 12.8379 10.8422 9.2362
C: 12.0247 11.7919 10.1643
O: 11.1652 12.4383 9.6130
O: 12.2859 11.6798 11.4463
C: 12.0555 10.0266 7.0223
O: 12.9492 10.5115 6.3158
N: 11.0831 9.3008 6.3697
C: 10.0460 8.5443 6.9080
O: 9.3032 7.8400 6.2271
H: 10.6434 9.6498 10.0712
H: 13.4964 11.4226 8.5709
H: 13.4544 10.0511 9.7609
H: 11.2165 9.4847 5.3744
C: 13.6348 6.0699 11.8027
C: 13.4182 6.2653 13.3270
C: 14.4012 5.4026 14.0969
C: 12.0807 5.6888 13.7523
C: 13.3953 7.7661 13.6628
H: 14.1139 5.0915 11.5833
H: 14.2680 6.7228 11.3321
H: 12.6989 6.0347 11.1901
H: 14.2329 4.3400 13.8755
H: 14.4679 5.5568 15.2158
H: 15.3500 5.7036 13.7149
H: 12.1906 5.6936 14.9637
H: 11.9891 4.6143 13.4846
H: 11.2393 6.2979 13.3145
H: 13.0968 8.1606 14.6323

Energy relative to the best compared isomer or geometry (same formula, charge and spin) (kJ/mol): 9.08
Net charge: -2
HOMO-LUMO gap (Eh): 0.1680

Here are the Löwdin charges for atoms 1 to 8, given in e: 1.4975 0.6244 -0.7165 -0.1767 -0.5414 0.6421 -0.5130 -0.2210

***

> What is the energy relative to the best compared isomer or geometry (same formula, charge and spin) in the first record?

0.00 kJ/mol

***

> Among the records above, which one has the lowest net charge?

C28H28Cl3FN9O12Y